No. 1
Density functional theory data (wB97M-V/def2-TZVPD) for a 2-piece molecular cluster, C4H13N2O2 overall.

Values from the calculation:
Net charge: +1
LUMO energy, eV: -3.325
E, eV: -11427.34442
Max |F|, eV/Å: 2.0
E_HOMO, eV: -13.41
Orbital gap, eV: 10.088

Last column: natural (NBO) charge in e.
Positions of all 21 atoms, in Å:
N 0.201666 2.720523 -0.555656  -0.852
C 1.045610 1.695541 0.035833  -0.319
C 1.118391 0.507431 -0.918846  0.688
N 1.081356 -0.739406 -0.539779  -0.303
C 1.504042 -1.159242 0.804700  -0.428
C 0.734009 -1.751351 -1.596624  -0.411
O 0.851306 0.749757 -2.179932  -0.606
H 0.689750 1.700512 -2.299255  0.534
H 0.746646 3.531650 -0.815338  0.388
H -0.533060 3.055613 0.048058  0.406
H 0.672392 1.358690 1.008713  0.239
H 2.073563 2.079792 0.143070  0.241
H 2.317815 -1.910075 0.767965  0.246
H 1.668054 -0.266954 1.399246  0.227
H 0.758687 -1.824387 1.254542  0.238
H -0.026646 -1.303413 -2.214011  0.244
H 1.632922 -1.977359 -2.183417  0.238
H 0.344226 -2.562567 -0.977205  0.229
H -5.783785 -1.016434 4.208134  0.467
H -5.178747 -2.303599 4.620775  0.468
O -5.185650 -1.682806 3.886798  -0.936

Forces on atoms 1 to 3 (eV/Å):
0.4 0.2 -0.3
0.8 0.3 0.0
-2.0 -0.1 0.2


No. 2
Density functional theory data (wB97M-V/def2-TZVPD) for a 7-piece molecular cluster, C14H42O7 overall.

Values from the calculation:
LUMO energy, eV: 0.195
Structure (SMILES): CCO.CCO.CCO.CCO.CCO.CCO.CCO
E, eV: -29528.32018
Max |F|, eV/Å: 4.2
E_HOMO, eV: -9.68
Orbital gap, eV: 9.880

Last column: natural (NBO) charge in e.
Positions of all 63 atoms, in Å:
C -0.678739 1.328822 0.723802  -0.637
C 0.211137 0.663939 1.770133  -0.068
O 0.924256 -0.384876 1.124281  -0.782
H -0.129470 1.881986 -0.038050  0.211
H -1.269511 1.973377 1.374672  0.209
H -1.341087 0.588601 0.274952  0.208
H -0.230005 0.439911 2.741366  0.190
H 0.981151 1.411570 1.960461  0.162
H 1.191229 -0.196844 0.221521  0.506
C -3.744195 0.147848 -2.086794  -0.623
C -4.207161 -1.237449 -2.516317  -0.073
O -5.546781 -1.031848 -2.991113  -0.742
H -4.327686 0.605795 -1.288090  0.211
H -3.614028 0.878552 -2.885062  0.210
H -2.724795 0.132146 -1.701200  0.196
H -4.198877 -1.835287 -1.604939  0.179
H -3.596429 -1.621448 -3.333425  0.169
H -6.128287 -1.785253 -2.865250  0.473
C 3.081040 1.992772 -0.991444  -0.658
C 2.597975 0.829549 -1.860947  -0.086
O 1.342743 0.535800 -1.461960  -0.737
H 3.900219 2.538340 -1.459830  0.213
H 3.626351 1.572033 -0.146625  0.221
H 2.426316 2.806569 -0.679752  0.211
H 3.350465 0.048993 -1.748775  0.200
H 2.597475 1.148954 -2.903096  0.164
H 0.821566 1.029854 -2.099041  0.495
C -0.265141 -2.945570 -2.170196  -0.634
C 0.940069 -2.993995 -1.304448  -0.068
O 1.999730 -2.316253 -1.938210  -0.732
H -0.616463 -1.940691 -2.404472  0.193
H -1.071521 -3.497378 -1.687137  0.211
H 0.010530 -3.558133 -3.028610  0.214
H 1.147397 -4.061947 -1.236658  0.175
H 0.758110 -2.598751 -0.305061  0.166
H 1.747162 -1.395737 -2.040504  0.467
C -1.120927 -3.180283 2.143996  -0.636
C -1.860984 -2.137727 1.297486  -0.057
O -3.177890 -2.659505 1.109293  -0.734
H -1.397757 -2.876785 3.153630  0.206
H -0.043279 -3.053827 2.040249  0.217
H -1.364859 -4.189466 1.812109  0.222
H -1.352262 -1.955788 0.350816  0.164
H -2.004742 -1.220986 1.869357  0.152
H -3.773975 -1.936059 1.316451  0.465
C 0.040651 4.919531 -0.720347  -0.637
C -0.027564 6.196103 -1.554438  -0.062
O 0.818458 6.071997 -2.692769  -0.721
H -0.237449 4.065558 -1.337993  0.202
H -0.648894 4.934419 0.123704  0.215
H 1.014151 4.709588 -0.277263  0.199
H 0.330700 7.007504 -0.920900  0.157
H -1.023978 6.451173 -1.915272  0.186
H 1.728172 5.967169 -2.404595  0.462
C 2.908239 -2.623717 4.594252  -0.622
C 2.543816 -1.232471 4.197229  -0.062
O 3.042397 -1.059885 2.888609  -0.746
H 2.759949 -2.786656 5.661749  0.198
H 3.902382 -2.965776 4.306559  0.218
H 2.215251 -3.317561 4.118393  0.203
H 2.957105 -0.479558 4.868363  0.152
H 1.456777 -1.152346 4.193384  0.151
H 2.351766 -0.648593 2.363769  0.492

Forces on atoms 1 to 3 (eV/Å):
-0.9 -0.2 1.7
1.8 1.4 -2.6
-0.1 -1.8 1.8


No. 3
Density functional theory data (wB97M-V/def2-TZVPD) for C5H7O4Sm as an isolated structure.

Values from the calculation:
Net charge: +2
LUMO energy (spin up / spin down), eV: -9.196 / -11.458
E, eV: -31371.13168
Max |F|, eV/Å: 2.2
Multiplicity: 8
E_HOMO (spin up / spin down), eV: -14.94 / -14.90
Orbital gap (spin up / spin down), eV: 5.746 / 3.440
Expectation value of S²: 15.76

Last column: Mulliken spin population.
Positions of all 17 atoms, in Å:
H -1.702775 2.832655 0.202313  0.105
Sm -1.296172 1.920627 3.506891  6.011
O -0.364330 3.144643 1.521269  0.780
O 0.064842 2.062027 -0.485609  0.045
C 0.689512 0.774900 -0.357312  0.011
C -0.392412 -0.109501 0.256507  0.007
O -1.087769 1.063132 1.177063  0.017
C -0.763558 2.282083 0.560629  0.006
H 0.985580 0.463695 -1.362209  0.000
H 1.558778 0.871018 0.307777  0.008
H -0.013680 -0.763661 1.046677  0.000
H -1.223763 -0.305078 -0.429810  0.000
H -0.654280 -3.080811 -0.917989  0.000
O 2.430731 -3.536149 -0.679630  0.002
C 0.226571 -2.502606 -1.207401  0.006
C 1.404921 -3.085974 -0.949796  0.001
H 0.137803 -2.030998 -2.189370  0.000

Forces on atoms 1 to 3 (eV/Å):
0.4 0.0 0.0
0.0 0.0 -0.3
-0.1 0.5 0.3


No. 4
Density functional theory data (wB97M-V/def2-TZVPD) for one molecule with the formula C6H10N2.

Values from the calculation:
LUMO energy, eV: 1.045
Structure (SMILES): C1=NN[C@@H](C2CC2)C1
E, eV: -9359.13853
Max |F|, eV/Å: 7.6
E_HOMO, eV: -8.32
Orbital gap, eV: 9.361

Last column: natural (NBO) charge in e.
Positions of all 18 atoms, in Å:
C 2.134920 -0.365451 0.623231  -0.007
N 1.579783 -1.373057 0.049825  -0.227
N 0.763110 -0.872949 -0.942064  -0.493
C 0.331739 0.574493 -0.646774  -0.058
C -0.928605 0.467212 0.168709  -0.282
C -2.012222 -0.303610 -0.390739  -0.436
C -1.376289 -0.483893 1.034947  -0.401
C 1.584089 0.978677 -0.060747  -0.452
H 2.705070 -0.238361 1.637133  0.215
H 0.082540 -1.582801 -1.390070  0.394
H 0.024082 1.075447 -1.558309  0.223
H -1.164728 1.451692 0.274551  0.210
H -1.842510 -0.848182 -1.306409  0.199
H -3.144024 -0.069847 -0.334520  0.215
H -0.749713 -1.287216 0.965712  0.234
H -2.171279 -0.206834 1.769024  0.240
H 1.905149 1.871600 0.867434  0.205
H 2.278893 1.213079 -0.760934  0.218

Forces on atoms 1 to 3 (eV/Å):
-1.0 1.8 0.8
0.4 0.7 0.6
-1.1 -1.1 -2.0


No. 5
Density functional theory data (wB97M-V/def2-TZVPD) for one molecule with the formula C5H8FNO.

Values from the calculation:
LUMO energy, eV: 0.743
Structure (SMILES): C/C(F)=C(\C)C(N)=O
E, eV: -11568.25008
Max |F|, eV/Å: 7.8
E_HOMO, eV: -8.72
Orbital gap, eV: 9.463

Last column: natural (NBO) charge in e.
Positions of all 16 atoms, in Å:
C -0.465025 -2.009889 0.716602  -0.718
C 0.072597 -0.668407 0.789485  0.444
F 0.763196 -0.332504 1.872715  -0.329
C 0.066654 0.321476 -0.346166  -0.180
C -0.676890 -0.186175 -1.534693  -0.655
C 0.800023 1.615159 -0.310697  0.640
N 0.751300 2.214989 0.944560  -0.820
O 1.444024 2.075511 -1.249788  -0.601
H -1.617773 -1.938638 0.950358  0.246
H 0.060371 -2.710979 1.408863  0.251
H -0.533440 -2.395643 -0.414974  0.247
H -0.440770 -1.236000 -1.602677  0.215
H -1.625052 0.234194 -1.581198  0.228
H -0.306247 0.272840 -2.506741  0.240
H 0.315110 1.819620 1.786187  0.404
H 1.391923 2.924444 1.078164  0.389

Forces on atoms 1 to 3 (eV/Å):
-2.7 -1.7 -1.3
0.9 5.4 -5.5
0.1 -0.4 0.9


No. 6
Density functional theory data (wB97M-V/def2-TZVPD) for C28H40B2N12OOsS3 as an isolated structure.

Values from the calculation:
Net charge: +3
LUMO energy (spin up / spin down), eV: -8.058 / -11.564
E, eV: -85917.21536
Max |F|, eV/Å: 1.5
Multiplicity: 6
E_HOMO (spin up / spin down), eV: -16.07 / -16.06
Orbital gap (spin up / spin down), eV: 8.015 / 4.494
Expectation value of S²: 8.78

Last column: Mulliken spin population.
Positions of all 87 atoms, in Å:
Os 0.233150 -0.096477 -0.058275  2.999
C -3.233672 2.030076 -0.267811  -0.004
C -1.941411 2.694806 0.045185  0.014
C -1.758450 4.082840 0.066470  0.014
C -0.458072 4.271809 0.453076  0.021
N 0.104150 3.064160 0.672912  -0.054
N -0.799640 2.082721 0.393417  0.203
B 1.590804 2.752144 0.855850  -0.072
N 1.829387 1.574010 1.839203  -0.030
C 2.632694 1.575919 2.915703  0.042
C 2.708084 0.300846 3.427184  -0.013
C 1.912443 -0.480006 2.593686  -0.032
C 1.709963 -1.947436 2.697668  0.022
N 1.375739 0.308830 1.638430  0.067
N 2.132515 2.302579 -0.523557  -0.065
C 2.960462 2.881127 -1.409565  0.033
C 3.188957 2.008781 -2.451495  -0.010
C 2.438478 0.873072 -2.154230  -0.017
C 2.383628 -0.413775 -2.895375  0.022
N 1.781969 1.076665 -0.995879  0.090
N 2.356194 3.960536 1.442289  0.293
C 3.715927 4.324823 1.302205  0.061
C 3.966339 5.361072 2.123397  0.081
C 2.711894 5.593475 2.782548  0.246
C 2.399860 6.560060 3.823571  0.022
N 1.769658 4.692671 2.333123  0.272
H -3.896680 2.064279 0.597280  0.000
H -3.107011 1.000767 -0.582268  0.016
H -3.728193 2.574978 -1.070999  -0.001
H -2.494450 4.831598 -0.171626  0.000
H 0.084262 5.188824 0.586935  -0.002
H 3.120250 2.467817 3.271315  0.001
H 3.271582 -0.034546 4.280839  0.001
H 1.806068 -2.256877 3.736097  0.000
H 2.484575 -2.457814 2.123374  0.001
H 0.740308 -2.259351 2.319336  -0.006
H 3.325230 3.885118 -1.273413  -0.006
H 3.822228 2.172681 -3.306432  0.000
H 2.556558 -0.243705 -3.955981  0.000
H 1.429939 -0.914729 -2.745186  0.002
H 3.163295 -1.082164 -2.525091  0.005
H 4.384982 3.783638 0.654079  -0.022
H 4.885650 5.908966 2.250077  0.003
H 3.004914 7.461031 3.721192  0.013
H 2.656950 6.128725 4.805221  0.058
H 1.333395 6.782515 3.851805  0.011
C -2.329160 0.080569 3.026040  0.006
N -3.164410 -0.331899 1.909566  -0.011
C -4.505733 -0.108514 1.766837  0.024
C -4.885504 -0.709364 0.603329  0.017
N -3.789128 -1.307537 0.049923  0.004
B -3.901821 -2.330727 -1.115063  0.036
N -2.877638 -2.247989 -2.311092  -0.011
C -3.136029 -3.170778 -3.296367  0.002
C -2.290346 -2.959003 -4.330586  -0.001
N -1.494614 -1.905030 -3.980022  0.010
C -0.487146 -1.335368 -4.864100  0.002
C -1.860567 -1.483774 -2.742345  0.028
S -1.100462 -0.064640 -2.076139  0.179
C -2.758924 -1.077263 0.859149  0.069
S -1.206216 -1.810438 0.663513  0.352
H -2.867751 0.804882 3.629823  0.001
H -1.412008 0.536388 2.655597  0.004
H -2.079952 -0.777419 3.650054  -0.004
H -5.081334 0.442697 2.490861  0.002
H -5.858445 -0.759598 0.146134  0.001
H -3.792539 -3.427387 -0.632364  0.003
H -4.988982 -2.194935 -1.591119  0.001
H -3.923182 -3.898001 -3.197065  0.000
H -2.208602 -3.464937 -5.277315  0.000
H 0.145140 -2.129800 -5.254494  -0.001
H 0.117607 -0.614452 -4.326895  -0.005
H -0.971787 -0.828134 -5.697299  0.001
O 1.113884 -2.394639 -0.732487  -0.018
S 1.448309 -3.780727 -1.269491  0.029
C -0.148827 -4.549859 -1.775972  -0.005
C -0.314709 -5.817957 -0.944983  0.002
C 0.248756 -5.484224 0.432545  -0.001
C 1.629473 -4.906915 0.159921  0.002
H -0.116159 -4.730517 -2.849077  -0.001
H -0.911958 -3.807305 -1.543929  -0.002
H 0.250882 -6.640204 -1.385889  0.000
H -1.360165 -6.120426 -0.887927  0.000
H 0.308227 -6.362212 1.075128  0.000
H -0.385901 -4.744036 0.925663  0.003
H 2.326471 -5.684578 -0.156567  0.002
H 2.066348 -4.341031 0.978220  0.000

Forces on atoms 1 to 3 (eV/Å):
-1.2 -0.5 -0.7
0.1 0.0 -0.1
0.0 0.3 -0.1